Molecular formula: C50H122N4O20
Method: DFT, the ωB97M-V functional and the def2-TZVPD basis

Atoms and positions in Å:
O1 -22.20496 19.79380 -20.27444
H1 -22.74211 20.20661 -20.96249
H2 -22.65361 18.96120 -20.07642
O2 -25.25092 17.07402 -19.40128
H3 -25.46503 17.56683 -18.60005
H4 -25.82963 17.44142 -20.08595
C1 -24.69769 30.36648 -24.01628
C2 -23.67056 29.59652 -23.19795
C3 -24.19235 29.12780 -21.85417
C4 -25.14733 27.93070 -21.97357
C5 -24.37530 26.80767 -22.66541
C6 -23.81280 27.19604 -24.03788
N1 -23.09980 28.45456 -23.92462
O3 -22.59108 28.84470 -25.19390
C7 -22.83306 26.06608 -24.40751
C8 -24.97693 27.17096 -25.02866
C9 -22.51299 30.54033 -22.88655
H5 -25.57484 29.79518 -24.31204
H6 -24.23906 30.67371 -24.96112
H7 -25.00410 31.29942 -23.53894
H8 -23.40288 28.80540 -21.16979
H9 -24.74196 29.95007 -21.38522
H10 -26.02344 28.24758 -22.55108
H11 -25.51126 27.62314 -20.99244
H12 -25.08285 25.97787 -22.74864
H13 -23.55088 26.51945 -22.00585
H14 -22.45795 26.30150 -25.40529
H15 -22.02925 26.00752 -23.66934
H16 -23.30994 25.08558 -24.36667
H17 -25.76679 27.85361 -24.69852
H18 -24.73562 27.62100 -25.99976
H19 -25.47180 26.21645 -25.19136
H20 -21.76047 30.03136 -22.28456
H21 -22.84788 31.36803 -22.25086
H22 -22.12347 31.00611 -23.79139
H23 -21.63437 28.81977 -25.08323
C10 -30.12895 25.67204 -25.28486
C11 -29.46526 25.27835 -23.96384
C12 -30.09259 25.99116 -22.76099
C13 -31.34997 25.29603 -22.21181
C14 -31.09386 23.82461 -21.97815
C15 -30.53198 23.08780 -23.18373
N2 -29.39512 23.83779 -23.69991
O4 -28.77849 23.16696 -24.78075
C16 -30.08430 21.69022 -22.78470
C17 -31.63703 22.83652 -24.22861
C18 -27.98296 25.69434 -24.03600
H24 -29.91337 26.72174 -25.50206
H25 -31.21523 25.58891 -25.19720
H26 -29.80470 25.09279 -26.14733
H27 -29.32782 26.15636 -21.99986
H28 -30.40246 26.97780 -23.12253
H29 -32.08362 25.37948 -23.02437
H30 -31.72118 25.88276 -21.37412
H31 -32.01305 23.31536 -21.66183
H32 -30.43268 23.65113 -21.11538
H33 -29.94004 21.00903 -23.62584
H34 -29.16609 21.66953 -22.19195
H35 -30.86113 21.17502 -22.20226
H36 -32.48398 22.26089 -23.85349
H37 -32.00092 23.75547 -24.69403
H38 -31.24379 22.27749 -25.08392
H39 -27.57361 25.14677 -24.88640
H40 -27.43460 25.43130 -23.13129
H41 -27.83656 26.76356 -24.20140
H42 -27.96323 22.79761 -24.40753
C19 -19.07211 19.48376 -23.06301
C20 -18.90125 20.96665 -23.32444
C21 -19.36689 21.22339 -24.76639
C22 -19.49390 22.68247 -25.16286
C23 -20.38964 23.40695 -24.16632
C24 -19.99580 23.17881 -22.70799
N3 -19.77043 21.75816 -22.46144
O5 -19.54334 21.47900 -21.08385
C25 -18.81301 24.06426 -22.28751
C26 -21.18871 23.60700 -21.83735
C27 -17.41003 21.36408 -23.22731
H43 -18.56888 18.86038 -23.80552
H44 -20.12252 19.19027 -23.12192
H45 -18.70539 19.13971 -22.09268
H46 -18.79047 20.59901 -25.45277
H47 -20.39049 20.82581 -24.86983
H48 -19.94646 22.76248 -26.15354
H49 -18.50920 23.15600 -25.21901
H50 -21.42021 23.04671 -24.27215
H51 -20.38254 24.47677 -24.38378
H52 -19.08804 25.07443 -21.98076
H53 -18.23099 23.63831 -21.46542
H54 -18.06170 24.15226 -23.08119
H55 -22.05393 22.94704 -21.94067
H56 -20.87424 23.67707 -20.79596
H57 -21.53213 24.60259 -22.13500
H58 -16.78826 20.57633 -23.65543
H59 -17.17103 21.61506 -22.19536
H60 -17.19010 22.23816 -23.84181
H61 -20.38171 21.07428 -20.83810
C28 -25.99591 20.44339 -21.75543
C29 -25.58211 21.52095 -22.74591
C30 -24.11113 21.87662 -22.57076
C31 -23.17657 20.95503 -23.35272
C32 -23.49400 20.93377 -24.82288
C33 -24.93532 20.49245 -25.07097
N4 -25.82002 21.17667 -24.13308
O6 -27.16648 20.83498 -24.41037
C34 -25.35143 20.91423 -26.46447
C35 -25.03465 18.97729 -24.90561
C36 -26.35963 22.79776 -22.38826
H62 -25.53416 19.47677 -21.97808
H63 -27.06398 20.21502 -21.77856
H64 -25.78480 20.66126 -20.70393
H65 -23.85989 22.91808 -22.77374
H66 -23.84988 21.68102 -21.52387
H67 -23.25787 19.93271 -22.95036
H68 -22.15176 21.24332 -23.08971
H69 -22.80078 20.24176 -25.31759
H70 -23.26059 21.88715 -25.31311
H71 -24.60910 20.57540 -27.20144
H72 -26.31763 20.50393 -26.73547
H73 -25.27814 21.99390 -26.61321
H74 -24.30421 18.40809 -25.48118
H75 -24.88198 18.66863 -23.86894
H76 -26.03685 18.66219 -25.20961
H77 -26.07769 23.14744 -21.39271
H78 -27.44010 22.63847 -22.38110
H79 -26.18132 23.58020 -23.13122
H80 -27.30877 19.92060 -24.09412
C37 -28.86446 18.07215 -22.46118
C38 -27.97729 17.08210 -21.73088
O7 -26.58588 17.33740 -21.97121
O8 -28.48087 18.29081 -23.81997
H81 -28.72381 19.03283 -21.96066
H82 -29.91561 17.78774 -22.34044
H83 -28.17300 16.01432 -21.90560
H84 -28.17355 17.13831 -20.65268
H85 -26.41180 16.85052 -22.78284
H86 -28.81377 17.54079 -24.32804
C39 -28.62585 20.83153 -19.10897
C40 -30.08514 20.57069 -18.75745
O9 -30.28074 19.38454 -18.01372
O10 -27.76118 20.68547 -17.97025
H87 -28.46668 21.81665 -19.55960
H88 -28.28269 20.08633 -19.83936
H89 -30.67670 20.51124 -19.68122
H90 -30.43393 21.40744 -18.14774
H91 -30.29090 18.59036 -18.54989
H92 -27.64052 21.58678 -17.65262
C41 -21.92887 15.44831 -23.10056
C42 -21.02416 16.63831 -23.26098
O11 -19.66522 16.22540 -23.51345
O12 -22.32213 14.86288 -24.34647
H93 -22.82678 15.75899 -22.54416
H94 -21.44923 14.67578 -22.48892
H95 -20.88470 17.10371 -22.27582
H96 -21.35309 17.40517 -23.95429
H97 -19.33287 15.94022 -22.65922
H98 -23.24223 14.59275 -24.31865
C43 -29.00208 21.46417 -27.99132
C44 -28.09663 22.32788 -28.79165
O13 -27.19032 21.53841 -29.56508
O14 -29.76279 20.61005 -28.87294
H99 -29.68431 22.06084 -27.37135
H100 -28.48181 20.81941 -27.27218
H101 -27.51125 23.01701 -28.16536
H102 -28.60008 22.99244 -29.50491
H103 -26.76288 22.11510 -30.20256
H104 -30.07536 19.88790 -28.32201
C45 -22.82748 22.35451 -17.76339
C46 -24.16868 21.69539 -17.91302
O15 -25.13949 22.72862 -18.13112
O16 -22.77279 23.13308 -16.55561
H105 -22.65603 22.93970 -18.67852
H106 -22.01623 21.61195 -17.75857
H107 -24.47723 21.05119 -17.08197
H108 -24.17793 21.04420 -18.78748
H109 -25.15427 23.28086 -17.34108
H110 -21.84383 23.28025 -16.36172
C47 -23.49017 24.02121 -28.27995
C48 -24.28189 25.30270 -28.34749
O17 -24.25329 25.73652 -29.69609
O18 -22.17774 24.22480 -28.76358
H111 -23.91366 23.26986 -28.95947
H112 -23.39710 23.58703 -27.28795
H113 -23.81080 26.02223 -27.66701
H114 -25.29581 25.13826 -27.95908
H115 -24.34523 26.69177 -29.73079
H116 -22.25888 24.67675 -29.61108
C49 -27.19674 17.35121 -27.45147
C50 -26.10019 16.31698 -27.39008
O19 -26.54972 15.09438 -26.72065
O20 -28.11338 17.18955 -28.53082
H117 -26.76964 18.34663 -27.56803
H118 -27.74105 17.32982 -26.49671
H119 -25.26217 16.72917 -26.82778
H120 -25.73254 15.95346 -28.35044
H121 -27.47943 15.02031 -26.95966
H122 -28.64919 16.41231 -28.33913

## Properties
Orbital gap in eV: 7.9
HOMO energy in eV: -8.19
Largest force on an atom in eV/A: 2.20